Record 1
{
  "formula": "C4H12O5P2",
  "method": "ωB97M-V/def2-TZVPD",
  "species": ["C", "C", "C", "O", "P", "O", "O", "O", "P", "C", "O", "H", "H", "H", "H", "H", "H", "H", "H", "H", "H", "H", "H"],
  "positions_angstrom": [[3.919, -0.716, -0.427], [2.631, -0.175, 0.202], [1.849, 0.600, -0.840], [0.549, 1.048, -0.398], [-0.528, -0.039, 0.014], [-0.387, -1.382, -0.560], [-0.481, -0.034, 1.613], [-1.872, 0.692, -0.373], [-3.298, -0.222, -0.595], [-4.385, 0.963, 0.250], [-3.227, -1.305, 0.636], [4.604, 0.094, -0.679], [4.415, -1.416, 0.242], [3.690, -1.241, -1.357], [2.046, -1.011, 0.585], [2.898, 0.495, 1.023], [2.385, 1.516, -1.090], [1.738, 0.017, -1.755], [0.075, 0.682, 1.941], [-4.192, 0.934, 1.322], [-4.233, 1.969, -0.135], [-5.411, 0.638, 0.063], [-2.786, -2.106, 0.315]],
  "forces_ev_per_angstrom": [[-0.229, 0.089, -0.149], [0.309, -0.038, -0.138], [0.245, 0.143, -0.137], [0.041, -0.132, 0.086], [-0.082, -0.056, -0.068], [-0.009, 0.138, 0.133], [0.126, 0.003, -0.187], [-0.062, -0.221, 0.292], [-0.002, 0.213, -0.110], [-0.089, -0.268, -0.007], [0.106, 0.042, -0.253], [0.071, -0.027, 0.076], [0.094, 0.058, 0.015], [0.019, -0.092, 0.057], [-0.089, 0.070, 0.017], [-0.167, -0.084, 0.136], [-0.062, 0.014, -0.050], [-0.141, -0.084, 0.062], [-0.088, 0.024, 0.079], [0.056, 0.057, 0.048], [-0.039, -0.027, -0.072], [-0.004, 0.151, 0.041], [-0.003, 0.026, 0.129]],
  "lowdin_charge": [-0.101, -0.250, -0.224, -0.182, 0.280, -0.250, -0.092, -0.408, 0.828, -0.256, -0.299, 0.075, 0.073, 0.077, 0.101, 0.114, 0.128, 0.123, 0.088, 0.047, 0.041, 0.037, 0.051],
  "homo_lumo_gap_ev": 9.908,
  "max_force_ev_per_a": 0.37,
  "total_energy_ev": -33162.33284,
  "homo_energy_ev": -9.173
}

Record 2
{
  "formula": "C4H12OS",
  "method": "ωB97M-V/def2-TZVPD",
  "species": ["C", "C", "S", "H", "H", "H", "H", "H", "H", "C", "O", "C", "H", "H", "H", "H", "H", "H"],
  "positions_angstrom": [[1.927, -2.409, 0.282], [1.918, -1.096, -0.486], [3.284, -0.097, 0.126], [2.808, -3.019, 0.156], [1.719, -2.287, 1.346], [1.053, -2.973, -0.018], [0.998, -0.525, -0.319], [2.066, -1.242, -1.548], [2.719, 0.184, 1.318], [-1.450, 1.511, -0.163], [-1.291, 0.113, -0.455], [-2.844, 1.908, 0.282], [-1.111, 2.105, -1.016], [-0.718, 1.761, 0.616], [-1.522, -0.037, -1.377], [-3.502, 2.155, -0.548], [-2.750, 2.803, 0.899], [-3.304, 1.145, 0.904]],
  "forces_ev_per_angstrom": [[-0.718, -0.321, 0.901], [0.239, 0.306, 0.078], [-0.308, -0.103, -0.229], [0.278, -0.013, -0.189], [0.358, 0.300, 0.083], [-0.149, -0.188, -0.558], [-0.170, -0.020, 0.039], [0.199, 0.059, -0.212], [0.067, 0.006, 0.096], [0.430, 0.241, 0.042], [0.350, 0.039, -0.026], [0.179, 0.262, 0.100], [-0.224, 0.002, -0.162], [-0.217, -0.345, 0.119], [-0.204, 0.004, 0.050], [-0.035, -0.172, -0.059], [-0.114, 0.093, -0.036], [0.038, -0.151, -0.036]],
  "lowdin_charge": [-0.123, -0.496, 1.158, 0.085, 0.090, 0.100, 0.074, 0.093, -0.027, -0.315, -0.100, -0.077, 0.111, 0.103, 0.089, 0.076, 0.078, 0.080],
  "multiplicity": 2,
  "homo_lumo_gap_ev": [9.790, 4.770],
  "max_force_ev_per_a": 1.20,
  "charge": 1,
  "total_energy_ev": -17215.92249,
  "homo_energy_ev": [-13.771, -13.745]
}

Record 3
{
  "formula": "C4H12OS",
  "method": "ωB97M-V/def2-TZVPD",
  "species": ["C", "C", "C", "C", "S", "H", "H", "H", "H", "H", "H", "H", "H", "H", "H", "H", "H", "O"],
  "positions_angstrom": [[-0.937, -1.048, -0.667], [-0.438, -0.436, 0.669], [0.237, 0.935, 0.479], [0.631, 1.530, 1.831], [-0.653, 2.484, 2.790], [-1.349, -0.342, -1.443], [-1.734, -1.718, -0.363], [-0.147, -1.668, -1.087], [-1.279, -0.434, 1.348], [0.330, -1.010, 1.179], [1.068, 0.716, -0.149], [-0.370, 1.778, 0.134], [1.096, 0.822, 2.531], [1.244, 2.381, 1.491], [-1.668, 1.797, 2.196], [0.871, -2.159, -3.038], [2.000, -1.941, -4.059], [1.097, -1.688, -3.843]],
  "forces_ev_per_angstrom": [[-0.054, -0.030, 0.392], [-0.247, 0.995, -1.118], [-2.418, -0.241, 2.004], [0.812, 0.907, -0.473], [0.333, -1.469, -1.039], [0.636, -0.518, 1.025], [-0.177, -0.226, -0.430], [-0.063, 0.155, -0.297], [-0.333, 0.435, 0.395], [0.002, -0.638, -0.226], [1.000, 0.643, -0.362], [-0.232, -0.679, -1.247], [0.210, 0.534, 0.083], [0.694, -0.187, 1.064], [-0.178, 0.334, 0.238], [0.097, -0.164, -0.063], [-0.035, -0.073, 0.027], [-0.047, 0.223, 0.026]],
  "lowdin_charge": [-0.074, -0.253, -0.251, -0.429, 1.156, 0.109, 0.072, 0.057, 0.093, 0.114, 0.127, 0.114, 0.111, 0.098, -0.036, 0.007, 0.040, -0.056],
  "multiplicity": 2,
  "homo_lumo_gap_ev": [9.424, 4.553],
  "max_force_ev_per_a": 3.15,
  "charge": 1,
  "total_energy_ev": -17215.42600,
  "homo_energy_ev": [-13.811, -13.811]
}

Record 4
{
  "formula": "C4H12OS2",
  "method": "ωB97M-V/def2-TZVPD",
  "species": ["S", "S", "C", "C", "C", "C", "H", "H", "H", "H", "H", "H", "H", "H", "H", "H", "O", "H", "H"],
  "positions_angstrom": [[-0.922, 0.217, 1.653], [1.562, 2.110, 0.711], [-1.312, -1.459, 1.165], [2.558, 1.174, -0.521], [-0.762, 0.857, 0.001], [-0.097, 2.226, -0.046], [-2.295, -1.438, 0.667], [-1.367, -2.150, 2.023], [-0.563, -1.843, 0.452], [3.625, 1.248, -0.253], [2.422, 1.579, -1.538], [2.268, 0.110, -0.524], [-1.792, 0.834, -0.404], [-0.159, 0.126, -0.571], [-0.647, 2.986, 0.543], [0.145, 2.672, -1.029], [-1.048, -2.750, -0.934], [-0.905, -2.955, 0.018], [-0.713, -3.542, -1.411]],
  "forces_ev_per_angstrom": [[0.331, -0.083, 1.220], [0.814, 0.303, 0.136], [-0.498, 0.099, 0.511], [-0.550, -0.139, -0.175], [-0.469, -0.292, -1.299], [0.866, 0.217, 0.185], [0.437, -0.301, 0.122], [-0.004, 0.568, -0.059], [0.061, 1.972, 1.566], [-0.578, 0.103, 0.060], [0.054, -0.067, 0.403], [0.168, 0.402, 0.009], [0.551, 0.317, -0.251], [-0.291, 0.407, 0.095], [0.305, -0.406, -0.232], [-0.853, -0.598, 0.168], [0.562, -2.382, -1.060], [-0.504, -0.866, -1.621], [-0.405, 0.746, 0.222]],
  "lowdin_charge": [0.793, 0.734, -0.457, -0.403, -0.604, -0.551, 0.056, 0.059, 0.004, 0.033, 0.037, 0.027, 0.085, 0.070, 0.076, 0.073, -0.111, 0.009, 0.071],
  "homo_lumo_gap_ev": 8.551,
  "max_force_ev_per_a": 2.67,
  "smiles": "CSCCSC.O",
  "total_energy_ev": -28059.15090,
  "homo_energy_ev": -7.936
}

Record 5
{
  "formula": "C4H12OS2",
  "method": "ωB97M-V/def2-TZVPD",
  "species": ["C", "C", "S", "S", "C", "C", "H", "H", "H", "H", "H", "H", "H", "H", "H", "H", "H", "H", "O"],
  "positions_angstrom": [[-1.846, 1.277, -1.369], [-0.494, 1.460, -1.878], [1.131, 0.992, -1.039], [0.441, 1.430, 0.871], [0.130, -0.413, 1.526], [1.099, -0.757, 2.622], [-2.729, 1.862, -1.871], [-2.012, 1.475, -0.327], [-2.108, 0.225, -1.579], [-0.321, 2.584, -1.931], [-0.392, 1.203, -2.920], [-0.972, -0.601, 1.650], [0.446, -1.091, 0.692], [0.994, -1.822, 2.904], [0.817, -0.181, 3.605], [2.215, -0.467, 2.636], [1.333, -2.610, -0.482], [1.406, -1.948, -1.774], [0.861, -2.618, -1.336]],
  "forces_ev_per_angstrom": [[-3.244, -1.605, -0.111], [2.328, 3.682, -1.316], [-2.870, 0.012, 1.172], [0.040, -1.668, -0.434], [1.601, -0.655, -1.717], [0.362, 1.515, 4.195], [2.266, -0.622, 0.351], [0.279, 0.060, 0.520], [-0.230, 0.237, 0.414], [0.121, -0.817, 0.072], [0.286, -0.588, -0.320], [1.118, 0.796, 0.276], [-0.671, 0.967, 0.118], [0.109, 0.436, -0.337], [0.122, -1.101, -1.607], [-1.753, -0.589, -1.238], [-0.406, -0.699, -0.194], [-0.222, -0.284, -0.623], [0.763, 0.921, 0.779]],
  "lowdin_charge": [-0.176, -0.533, 0.775, 0.633, -0.435, -0.199, 0.148, 0.040, 0.095, 0.112, 0.084, 0.116, 0.033, 0.089, 0.109, 0.111, 0.038, 0.017, -0.056],
  "multiplicity": 2,
  "homo_lumo_gap_ev": [10.084, 5.923],
  "max_force_ev_per_a": 4.55,
  "charge": 1,
  "total_energy_ev": -28050.62947,
  "homo_energy_ev": [-14.768, -14.381]
}

Record 6
{
  "formula": "C4H12OSi2",
  "method": "ωB97M-V/def2-TZVPD",
  "species": ["C", "C", "C", "C", "O", "Si", "Si", "H", "H", "H", "H", "H", "H", "H", "H", "H", "H", "H", "H"],
  "positions_angstrom": [[-2.515, 0.905, -0.920], [-1.482, 0.784, -0.055], [0.537, 0.185, 2.714], [1.289, 0.168, 1.326], [0.714, -0.263, -1.604], [1.314, -0.670, -3.047], [0.094, -0.239, -0.119], [-3.387, 1.371, -0.545], [-2.456, 0.401, -1.961], [-1.501, 1.073, 0.937], [1.258, 0.066, 3.497], [0.052, 1.102, 2.904], [-0.175, -0.657, 2.720], [2.163, -0.477, 1.553], [1.735, 1.096, 1.130], [0.311, -0.082, -3.832], [1.026, -2.091, -2.970], [2.646, -0.303, -2.635], [-1.623, -2.370, 0.907]],
  "forces_ev_per_angstrom": [[2.351, -1.527, -0.558], [0.558, -1.430, -2.318], [0.273, -1.063, -1.545], [-0.665, -1.652, 1.188], [-0.905, 0.547, 2.333], [-0.285, -1.222, 1.894], [-0.977, -0.428, 0.415], [-1.033, 0.455, -0.251], [-0.320, 1.178, 1.863], [-0.943, 1.194, 1.993], [0.378, -0.270, 0.494], [-0.868, 1.028, 0.056], [0.159, 0.386, 0.315], [-0.621, -0.155, -1.013], [0.511, 1.692, -0.384], [-0.225, 0.940, -1.860], [0.499, -0.771, -0.816], [1.144, 0.240, -1.344], [0.968, 0.858, -0.461]],
  "lowdin_charge": [-0.053, -0.272, -0.168, -0.306, -0.519, 0.563, 0.569, 0.031, 0.088, 0.002, 0.054, 0.042, 0.042, 0.077, 0.036, -0.062, -0.054, -0.039, -0.032],
  "homo_lumo_gap_ev": [8.655, 6.784],
  "max_force_ev_per_a": 2.86,
  "total_energy_ev": -22141.44605,
  "homo_energy_ev": [-8.721, -6.886]
}